No. 1
The following is a quantum chemistry calculation of an isolated molecule of C7H10, from the Open Molecules 2025 dataset.

## Properties
* strongest force on any atom: 0.54 eV/Å
* gap between HOMO and LUMO: 10.865 eV
* total charge: 0
* DFT total energy: -272.62363 Ha

Positions of all 17 atoms, in Å:
C -1.22407 1.00710 0.68118
C -1.21934 -0.40463 0.14340
C -1.10610 -0.68824 -1.32632
C 0.01342 -1.08327 -0.39777
C 1.37874 -0.40989 -0.53701
C 1.87855 0.31102 0.64015
C 2.30994 0.95418 1.56264
H -2.22802 1.44058 0.60556
H -0.92173 1.02360 1.73338
H -0.53289 1.65488 0.13286
H -1.88252 -1.07591 0.68805
H -1.72740 -1.45674 -1.77689
H -0.91287 0.16533 -1.97566
H 0.08156 -2.14325 -0.16320
H 1.36870 0.29326 -1.37805
H 2.11445 -1.17833 -0.80286
H 2.69413 1.52509 2.37801



No. 2
The following is a quantum chemistry calculation of an isolated molecule of C5H10O, from the Open Molecules 2025 dataset.

## Properties
* strongest force on any atom: 2.56 eV/Å
* gap between HOMO and LUMO: 9.003 eV
* total charge: 0
* DFT total energy: -271.58008 Ha

Positions of all 16 atoms, in Å:
C -0.54399 0.42255 -2.44614
O -0.51097 -0.19235 -1.18353
C -0.81937 0.67366 -0.09976
C -0.61963 0.03033 1.25921
C 1.07970 -0.16037 2.08447
C 1.20709 -1.20790 1.17417
H 0.11630 1.30400 -2.48741
H -0.18555 -0.31546 -3.17014
H -1.55830 0.73655 -2.73805
H -0.32913 1.64997 -0.24774
H -1.91559 0.89654 -0.08846
H -1.20350 -0.89751 1.21864
H 0.99589 -0.40645 3.14727
H 1.61205 0.76875 1.89072
H 1.63636 -1.06572 0.19287
H 1.03866 -2.23659 1.49385



No. 3
The following is a quantum chemistry calculation of a cluster of 2 separate species, C3H9N2O in total, from the Open Molecules 2025 dataset.

## Properties
* strongest force on any atom: 5.83 eV/Å
* gap between HOMO and LUMO (alpha / beta): 7.159 / 8.428 eV
* total charge: +1
* DFT total energy: -304.05632 Ha

Positions of all 15 atoms, in Å:
C 1.10343 -0.08637 1.41012
C -1.43608 -0.86780 -2.26911
C 0.20356 1.10762 -0.46353
N 1.13800 -0.31346 2.72723
N 0.20559 0.75248 0.86745
O -1.35634 -0.33637 -1.06876
H 1.74999 -0.59008 0.84813
H -1.79731 -1.90920 -2.23723
H -0.30502 -0.97738 -2.72845
H -2.04971 -0.23095 -2.97941
H 1.04284 0.77873 -1.18131
H -0.57708 1.86661 -0.61640
H 1.96223 -0.76870 3.10975
H 0.68347 0.38147 3.29114
H -0.56757 1.19341 1.29037



No. 4
The following is a quantum chemistry calculation of a structure of composition C8H8AlN2O4S, from the Open Molecules 2025 dataset.

## Properties
* strongest force on any atom: 7.13 eV/Å
* gap between HOMO and LUMO: 5.811 eV
* total charge: +3
* DFT total energy: -1359.52197 Ha

Positions of all 24 atoms, in Å:
Al 0.34008 -2.04396 -2.49776
O -0.72704 3.95259 -1.78758
C -0.51867 2.83927 -1.85233
C 2.64912 -1.37021 -3.06791
O 3.59749 -0.72282 -3.23719
C -2.04821 -2.19303 -3.07381
O -3.16201 -1.90751 -3.23476
C 0.14628 -0.89448 -4.69291
O 0.04848 -0.29478 -5.69465
S 0.34874 -2.39263 -0.13346
C 0.13848 -0.82585 0.78757
N -1.07315 -0.26089 0.98289
C -1.34311 0.39366 2.31153
C -0.15600 1.29554 2.66471
C 1.16783 0.54369 2.54952
N 1.21251 -0.16060 1.24230
H -1.84942 -0.84772 0.68262
H -1.44732 -0.39063 3.06773
H -2.27197 0.97656 2.28980
H -0.27955 1.71201 3.68691
H -0.14300 2.17212 1.98787
H 1.26707 -0.18981 3.35707
H 2.00750 1.23381 2.62296
H 2.09588 -0.62435 1.03890